Model 1:
The following is a DFT calculation (ωB97M-V with the def2-TZVPD basis set) of a 3-piece molecular cluster, C4H15N2O overall.

Geometry (Å):
C1 1.7833 -0.9202 1.0603
C2 2.7304 0.0378 0.3377
C3 2.1130 1.3439 -0.1106
C4 -3.8649 0.0419 -0.3968
N1 -2.5304 -0.1404 0.0894
N2 0.7610 -1.3702 0.2326
H1 1.3410 -0.3670 1.9233
H2 2.3385 -1.7255 1.5436
H3 3.5767 0.2507 0.9874
H4 3.1255 -0.4684 -0.5417
H5 1.3321 1.1315 -0.8716
H6 2.8187 2.0051 -0.6039
H7 -4.0776 1.0940 -0.6208
H8 -4.5678 -0.2895 0.3639
H9 -4.0276 -0.5788 -1.2733
H10 1.6196 1.8824 0.7020
H11 -1.7445 0.2717 -0.4854
H12 0.2698 -2.2273 0.5174
H13 0.1538 -0.7237 -0.3482
H14 -0.4049 0.2170 -2.2532
H15 -2.4145 0.2059 1.0407
O1 -0.3314 0.3289 -1.2925

The charge is +1. For the gap between HOMO and LUMO, the calculation gives 4.3 eV.

=====

Model 2:
The following is a DFT calculation (ωB97M-V with the def2-TZVPD basis set) of a 2-piece molecular cluster, C4H15N2O overall.

Geometry (Å):
C1 1.3370 0.1532 -0.6332
C2 0.4532 -1.0994 -0.6794
C3 -0.8973 -1.3445 0.3035
C4 -1.9103 -0.3410 0.0445
N1 -2.1277 0.0642 -1.3374
N2 2.2774 0.1548 0.5523
H1 0.6879 1.0307 -0.6143
H2 2.0819 0.1911 -1.4739
H3 0.0876 -1.2348 -1.6377
H4 0.9859 -2.2051 -0.6185
H5 -0.3492 -1.3141 1.2607
H6 -1.3315 -2.4018 0.0760
H7 -2.6777 -1.0097 0.3819
H8 -1.7314 0.6630 0.5352
H9 -2.2510 1.0600 -1.2148
H10 -2.9850 -0.3715 -1.6796
H11 1.7941 -0.0316 1.4287
H12 2.9956 -0.5005 0.3755
H13 2.8271 0.9886 0.6816
H14 0.2970 2.2087 2.1203
H15 -0.0245 3.0510 0.9278
O1 0.4609 2.2887 1.2008

The charge is +1. For the gap between HOMO and LUMO, the calculation gives 9.1 eV.

=====

Here is how they stack up, most stable first: model 2, model 1.